[1]
ORCA calculation (ωB97M-V with the def2-TZVPD basis set) on 2 unconnected molecules or ions with the total composition CH5BO.

```
8
Properties=species:S:1:pos:R:3:forces:R:3
O -0.02841 -0.23532 -0.57289 -2.40 -0.24 -1.79
C -1.11288 0.23819 0.16500 0.95 0.23 3.12
H -1.79597 0.90703 -0.25419 -0.40 1.18 -2.15
H -1.82333 -0.57645 0.45733 1.33 0.29 0.39
H 1.95806 -0.99517 -1.22654 -0.75 0.65 0.34
H 2.19054 0.13258 0.93037 -2.23 -0.71 -2.61
B 1.23475 -0.36127 -0.45742 4.58 -0.10 2.67
H -0.62277 0.89041 0.95834 -1.07 -1.31 0.01
```
Positions in Å, forces in eV/Å.

Calculated values
**Energy**: -141.10914 Eh
**ΔE to the lowest compared entry with this formula, charge and spin**: 314.5 kJ/mol
**2S+1**: 1
**Net charge**: 0
**HOMO-LUMO gap**: 10.12 eV

***

[2]
ORCA calculation (ωB97M-V with the def2-TZVPD basis set) on a single CH5BO2 molecule.

```
9
Properties=species:S:1:pos:R:3:forces:R:3
C 0.77210 -0.07608 1.01904 -2.83 0.35 0.12
H 1.54432 0.56860 0.84322 2.60 1.43 0.06
H 1.04464 -1.09652 1.10756 0.38 -0.81 1.16
H -0.61381 1.01235 -1.73730 -1.08 0.29 -1.60
B -0.01256 -0.01027 -0.29952 -3.61 -1.60 0.05
H -1.78870 -0.84306 -1.16535 1.55 -0.62 1.21
O -1.06673 -1.12637 -0.51953 1.18 3.27 -1.05
O 0.01417 1.13136 -1.05793 0.80 -0.87 0.98
H 0.10659 0.43999 1.80981 1.01 -1.43 -0.93
```
Positions in Å, forces in eV/Å.

Calculated values
**SMILES**: CB(O)O
**Energy**: -216.50529 Eh
**ΔE to the lowest compared entry with this formula, charge and spin**: 92.4 kJ/mol
**2S+1**: 1
**Net charge**: 0
**HOMO-LUMO gap**: 11.66 eV

***

[3]
ORCA calculation (ωB97M-V with the def2-TZVPD basis set) on a single CH5BO2 molecule.

```
9
Properties=species:S:1:pos:R:3:forces:R:3
H -1.73134 -0.03256 -0.99575 0.03 0.46 -0.08
O 0.85793 -1.17827 -0.02646 6.18 -3.87 -1.20
O 1.13142 1.15537 -0.04781 -3.01 1.53 -0.46
H -1.72704 -0.74605 0.65077 1.39 1.25 -1.64
H 2.02034 -1.38165 -0.27960 -5.60 1.40 1.34
H -1.67842 0.94503 0.60288 0.44 0.03 -1.31
C -1.25649 0.12344 -0.03119 -0.68 -1.52 3.26
H 2.01498 1.07027 0.13696 3.28 -0.44 0.54
B 0.36862 0.04442 -0.00981 -2.03 1.16 -0.43
```
Positions in Å, forces in eV/Å.

Calculated values
**SMILES**: CB(O)O
**Energy**: -216.48395 Eh
**ΔE to the lowest compared entry with this formula, charge and spin**: 148.5 kJ/mol
**2S+1**: 1
**Net charge**: 0
**HOMO-LUMO gap**: 11.51 eV

***

[4]
ORCA calculation (ωB97M-V with the def2-TZVPD basis set) on a molecular structure, CH5BrN.

```
8
Properties=species:S:1:pos:R:3:forces:R:3
Br -2.62632 0.87276 0.04360 0.36 -0.24 0.44
C -0.93199 0.31157 -0.21806 -0.97 1.22 -2.46
H 1.75915 0.27575 -1.77816 1.13 0.01 -0.93
N -0.28031 -0.25070 0.88670 -0.38 -2.75 2.91
H 0.72667 0.00139 0.80123 -0.45 -0.19 0.44
H -0.32256 -1.32585 0.60604 0.30 2.06 0.77
H 2.38700 0.27289 -2.25537 -1.14 -0.01 0.93
H -0.71165 -0.15781 1.91402 1.15 -0.10 -2.09
```
Positions in Å, forces in eV/Å.

Calculated values
**Energy**: -2669.41339 Eh
**ΔE to the lowest compared entry with this formula, charge and spin**: 433.3 kJ/mol
**2S+1**: 1
**Net charge**: +1
**HOMO-LUMO gap**: 8.36 eV